A cluster of 11 separate species, C29H78N2O11 in total, computed with wB97M-V/def2-TZVPD.

ORCA input file:
```
! RIJCOSX wB97M-V def2-TZVPD def2/J DEFGRID3
* xyz 0 1
C 3.581 1.689 -1.352
C 4.230 1.432 0.025
C 5.275 0.313 -0.191
C 5.092 2.631 0.458
C 4.225 3.741 1.061
C 3.429 3.219 2.248
C 2.592 1.971 1.918
C 2.280 1.309 3.265
C 1.288 2.466 1.235
N 3.393 1.033 1.137
O 2.653 -0.138 0.829
H 2.641 2.218 -1.222
H 4.274 2.234 -1.990
H 3.377 0.743 -1.854
H 6.147 0.624 -0.765
H 5.689 -0.042 0.760
H 4.812 -0.576 -0.629
H 5.842 2.351 1.198
H 5.571 3.071 -0.417
H 4.865 4.567 1.384
H 3.570 4.155 0.287
H 2.837 4.042 2.651
H 4.137 2.986 3.053
H 1.684 0.394 3.199
H 1.771 1.967 3.970
H 3.238 1.041 3.723
H 0.888 3.308 1.796
H 0.534 1.683 1.179
H 1.581 2.809 0.247
H 2.724 -0.647 1.645
C -0.642 0.688 -2.971
C -0.987 2.151 -3.280
C 0.345 2.905 -3.231
C -1.578 2.208 -4.693
C -2.079 3.602 -4.988
C -3.216 3.904 -4.021
C -2.811 3.800 -2.538
C -2.106 5.116 -2.159
C -4.087 3.631 -1.728
N -1.983 2.609 -2.320
O -1.519 2.544 -0.984
H -1.509 0.021 -2.975
H -0.053 0.374 -3.838
H -0.091 0.467 -2.058
H 0.327 3.946 -3.565
H 0.684 3.047 -2.196
H 1.170 2.385 -3.717
H -0.794 1.925 -5.401
H -2.339 1.425 -4.753
H -1.305 4.363 -4.879
H -2.426 3.685 -6.021
H -4.083 3.289 -4.286
H -3.585 4.924 -4.170
H -1.719 4.997 -1.144
H -2.813 5.944 -2.178
H -1.263 5.308 -2.820
H -4.452 2.625 -1.954
H -4.838 4.354 -2.052
H -3.955 3.711 -0.649
H -2.008 1.786 -0.640
C 1.787 -2.238 -3.118
C 1.932 -2.522 -4.604
O 3.253 -3.068 -4.787
H 2.455 -1.397 -2.924
H 2.082 -3.108 -2.535
H 0.764 -1.982 -2.842
H 1.822 -1.628 -5.221
H 1.190 -3.282 -4.882
H 3.399 -3.087 -5.739
C -0.184 -2.191 0.250
C -0.505 -1.811 1.680
O 0.046 -2.758 2.600
H 0.893 -2.366 0.188
H -0.458 -1.389 -0.436
H -0.671 -3.136 0.008
H -1.571 -1.663 1.865
H -0.115 -0.834 2.001
H 1.005 -2.630 2.516
C -3.882 -0.750 -1.333
O -4.375 0.235 -0.450
H -4.177 -0.619 -2.379
H -2.798 -0.833 -1.382
H -4.272 -1.732 -1.046
H -5.195 0.633 -0.748
C -4.480 1.407 2.604
O -4.070 0.060 2.294
H -4.580 1.991 1.689
H -5.481 1.326 3.034
H -3.795 1.857 3.319
H -3.908 0.077 1.333
C -0.729 -5.704 4.351
O -0.235 -5.416 3.048
H 0.022 -5.498 5.121
H -1.621 -5.107 4.551
H -0.936 -6.771 4.397
H -0.148 -4.442 2.979
C 4.097 -2.418 2.256
O 2.846 -2.771 2.842
H 4.940 -3.090 2.431
H 4.001 -2.454 1.170
H 4.306 -1.381 2.529
H 2.952 -2.699 3.797
C -1.000 -0.485 5.032
O -1.118 -0.871 6.415
H 0.081 -0.439 4.897
H -1.443 -1.235 4.381
H -1.426 0.501 4.846
H -1.772 -1.574 6.446
C -0.766 -6.588 -0.405
O -1.681 -6.373 0.646
H -0.321 -7.590 -0.385
H -1.320 -6.528 -1.341
H 0.034 -5.846 -0.358
H -1.213 -6.140 1.460
C -3.688 -3.660 1.738
O -3.736 -2.711 2.790
H -4.299 -3.403 0.867
H -2.657 -3.740 1.369
H -3.963 -4.644 2.109
H -3.815 -1.816 2.428
*
```

Calculated values
Structure (SMILES) ... CC1(C)CCCC(C)(C)N1O.CC1(C)CCCC(C)(C)N1O.CCO.CCO.CO.CO.CO.CO.CO.CO.CO
Energy above the lowest of the compared OMol25 structures with the same formula, charge and spin ... 0.00 kJ/mol

Mulliken atomic charge list, values in e, 99 entries: number 1, C, carries -0.639; number 2, C, carries 1.182; number 3, C, carries -1.948; number 4, C, carries -1.206; number 5, C, carries -0.636; number 6, C, carries -1.247; number 7, C, carries 1.707; number 8, C, carries -1.542; number 9, C, carries -1.548; number 10, N, carries 0.498; number 11, O, carries 0.792; number 12, H, carries 0.145; number 13, H, carries 0.403; number 14, H, carries -0.185; number 15, H, carries 0.400; number 16, H, carries 0.416; number 17, H, carries 0.212; number 18, H, carries 0.351; number 19, H, carries 0.456; number 20, H, carries 0.439; number 21, H, carries 0.286; number 22, H, carries 0.422; number 23, H, carries 0.387; number 24, H, carries -0.211; number 25, H, carries 0.416; number 26, H, carries 0.464; number 27, H, carries 0.511; number 28, H, carries -0.074; number 29, H, carries 0.147; number 30, H, carries -0.251; number 31, C, carries -1.945; number 32, C, carries 1.715; number 33, C, carries -1.272; number 34, C, carries -1.321; number 35, C, carries -0.729; number 36, C, carries -1.245; number 37, C, carries 1.487; number 38, C, carries -1.772; number 39, C, carries -1.812; number 40, N, carries 0.739; number 41, O, carries -0.167; number 42, H, carries 0.252; number 43, H, carries 0.414; number 44, H, carries 0.112; number 45, H, carries 0.302; number 46, H, carries -0.150; number 47, H, carries 0.555; number 48, H, carries 0.438; number 49, H, carries 0.399; number 50, H, carries 0.354; number 51, H, carries 0.401; number 52, H, carries 0.345; number 53, H, carries 0.471; number 54, H, carries 0.320; number 55, H, carries 0.482; number 56, H, carries 0.370; number 57, H, carries 0.210; number 58, H, carries 0.432; number 59, H, carries 0.346; number 60, H, carries 0.202; number 61, C, carries -0.533; number 62, C, carries -0.477; number 63, O, carries -0.530; number 64, H, carries 0.001; number 65, H, carries 0.473; number 66, H, carries 0.117; number 67, H, carries 0.353; number 68, H, carries 0.313; number 69, H, carries 0.304; number 70, C, carries -0.387; number 71, C, carries 0.543; number 72, O, carries -0.493; number 73, H, carries 0.336; number 74, H, carries -0.250; number 75, H, carries 0.280; number 76, H, carries -0.154; number 77, H, carries -0.285; number 78, H, carries 0.185; number 79, C, carries -0.340; number 80, O, carries -0.470; number 81, H, carries 0.393; number 82, H, carries -0.139; number 83, H, carries 0.340; number 84, H, carries 0.241; number 85, C, carries -0.569; number 86, O, carries -0.584; number 87, H, carries 0.065; number 88, H, carries 0.297; number 89, H, carries 0.234; number 90, H, carries 0.425; number 91, C, carries -0.670; number 92, O, carries -0.563; number 93, H, carries 0.259; number 94, H, carries 0.236; number 95, H, carries 0.289; number 96, H, carries 0.683; number 97, C, carries -0.753; number 98, O, carries -0.502; number 99, H, carries 0.348

***

A cluster of 9 separate species, C29H79N5O17 in total, computed with wB97M-V/def2-TZVPD.

ORCA input file:
```
! RIJCOSX wB97M-V def2-TZVPD def2/J DEFGRID3
* xyz 0 1
C -4.667 -1.578 -2.185
O -4.637 -2.521 -3.227
C -5.040 -1.967 -4.439
C -4.427 -2.727 -5.564
N -2.987 -2.625 -5.576
C -2.425 -1.331 -5.564
C -0.900 -1.413 -5.654
O -0.419 -0.084 -5.757
C 0.919 0.015 -5.401
H -3.932 -0.788 -2.426
H -4.419 -2.063 -1.245
H -5.647 -1.089 -2.022
H -4.801 -0.896 -4.514
H -6.141 -2.038 -4.500
H -4.824 -2.322 -6.516
H -4.719 -3.775 -5.518
H -2.570 -3.303 -6.190
H -2.654 -0.888 -4.592
H -2.777 -0.692 -6.399
H -0.599 -2.055 -6.505
H -0.541 -1.879 -4.720
H 1.002 -0.304 -4.366
H 1.226 1.056 -5.461
H 1.538 -0.586 -6.075
C 3.803 4.894 7.874
O 2.832 4.214 7.220
C 1.884 3.717 8.122
C 1.027 2.692 7.416
N 0.504 3.249 6.156
C 0.153 2.233 5.180
C -1.020 1.390 5.607
O -1.240 0.348 4.748
C -1.899 0.687 3.581
H 3.399 5.703 8.505
H 4.474 5.336 7.146
H 4.374 4.248 8.557
H 1.232 4.531 8.468
H 2.330 3.204 8.986
H 0.186 2.466 8.079
H 1.597 1.761 7.235
H 1.234 3.846 5.772
H 1.012 1.579 4.911
H -0.113 2.673 4.206
H -1.875 2.045 5.836
H -0.779 0.943 6.579
H -2.474 1.604 3.719
H -2.474 -0.187 3.287
H -1.210 0.873 2.739
C 2.838 3.990 -4.170
O 2.257 3.864 -2.917
C 1.409 2.726 -2.867
C 0.765 2.712 -1.519
N 1.782 2.802 -0.475
C 1.223 2.576 0.860
C 2.156 3.131 1.932
O 2.465 4.472 1.703
C 1.459 5.337 2.160
H 3.262 3.037 -4.526
H 3.678 4.681 -4.082
H 2.124 4.372 -4.910
H 2.000 1.825 -3.060
H 0.619 2.914 -3.609
H 0.170 1.813 -1.382
H 0.127 3.614 -1.518
H 2.177 3.738 -0.502
H 0.992 1.513 1.018
H 0.233 3.095 0.938
H 3.093 2.576 1.833
H 1.729 2.949 2.923
H 1.102 5.002 3.143
H 0.623 5.411 1.453
H 1.861 6.343 2.273
N 4.765 -0.790 -3.267
C 4.121 -1.934 -3.749
N 4.814 -2.731 -4.701
O 2.958 -2.180 -3.479
H 4.254 -0.165 -2.673
H 5.701 -0.550 -3.490
H 4.323 -3.567 -4.966
H 5.810 -2.810 -4.632
O 0.401 -1.377 -2.383
C 0.169 -1.399 -1.002
C -1.268 -0.945 -0.802
O -1.617 -0.836 0.580
H 1.350 -1.247 -2.551
H 0.244 -2.445 -0.662
H 0.883 -0.800 -0.422
H -1.916 -1.631 -1.342
H -1.364 0.045 -1.288
H -0.880 -0.445 1.064
O -4.554 1.529 -4.450
C -3.554 2.470 -4.844
C -2.348 2.209 -4.032
O -2.540 2.438 -2.617
H -5.312 1.659 -5.021
H -3.261 2.249 -5.884
H -3.903 3.500 -4.736
H -1.503 2.822 -4.334
H -2.054 1.162 -4.188
H -3.246 1.858 -2.303
O -3.969 -4.498 0.041
C -3.319 -3.565 0.907
C -3.297 -4.075 2.311
O -4.573 -3.831 2.968
H -4.897 -4.530 0.315
H -2.294 -3.429 0.567
H -3.797 -2.581 0.843
H -2.501 -3.633 2.936
H -3.087 -5.154 2.269
H -4.687 -4.469 3.672
O -0.477 -4.677 4.217
C 0.735 -5.230 3.732
C 0.661 -5.134 2.244
O 0.310 -3.830 1.874
H -0.310 -4.315 5.093
H 1.625 -4.693 4.074
H 0.833 -6.275 4.055
H -0.038 -5.887 1.843
H 1.611 -5.414 1.784
H -0.382 -3.528 2.491
O 5.288 -2.126 2.451
C 4.684 -1.588 1.254
C 3.424 -2.295 0.885
O 2.403 -1.875 1.749
H 4.661 -1.952 3.171
H 4.528 -0.511 1.380
H 5.382 -1.756 0.431
H 3.554 -3.380 0.966
H 3.150 -2.076 -0.159
H 1.641 -2.471 1.597
*
```

Calculated values
Structure (SMILES) ... COCCNCCOC.COCCNCCOC.COCCNCCOC.NC(N)=O.OCCO.OCCO.OCCO.OCCO.OCCO
Energy above the lowest of the compared OMol25 structures with the same formula, charge and spin ... 0.00 kJ/mol

Mulliken atomic charge list, values in e, 99 entries: number 1, C, carries 0.532; number 2, O, carries -0.288; number 3, C, carries -0.195; number 4, C, carries -0.964; number 5, N, carries -0.193; number 6, C, carries 0.481; number 7, C, carries -0.656; number 8, O, carries -0.394; number 9, C, carries 0.381; number 10, H, carries -0.124; number 11, H, carries -0.483; number 12, H, carries 0.346; number 13, H, carries 0.084; number 14, H, carries 0.456; number 15, H, carries 0.355; number 16, H, carries 0.416; number 17, H, carries 0.277; number 18, H, carries -0.503; number 19, H, carries 0.046; number 20, H, carries 0.368; number 21, H, carries 0.332; number 22, H, carries -0.434; number 23, H, carries 0.223; number 24, H, carries 0.356; number 25, C, carries -0.775; number 26, O, carries -0.262; number 27, C, carries -0.679; number 28, C, carries -0.621; number 29, N, carries -0.316; number 30, C, carries -0.233; number 31, C, carries -0.802; number 32, O, carries -0.364; number 33, C, carries -0.165; number 34, H, carries 0.309; number 35, H, carries 0.243; number 36, H, carries 0.287; number 37, H, carries 0.359; number 38, H, carries 0.441; number 39, H, carries 0.311; number 40, H, carries 0.341; number 41, H, carries 0.349; number 42, H, carries 0.303; number 43, H, carries 0.235; number 44, H, carries 0.373; number 45, H, carries 0.305; number 46, H, carries 0.412; number 47, H, carries 0.195; number 48, H, carries -0.166; number 49, C, carries -0.738; number 50, O, carries -0.399; number 51, C, carries 0.579; number 52, C, carries -0.187; number 53, N, carries -0.269; number 54, C, carries -0.141; number 55, C, carries -0.260; number 56, O, carries -0.463; number 57, C, carries -0.436; number 58, H, carries 0.255; number 59, H, carries 0.292; number 60, H, carries 0.261; number 61, H, carries -0.058; number 62, H, carries -0.056; number 63, H, carries -0.227; number 64, H, carries 0.340; number 65, H, carries 0.329; number 66, H, carries -0.070; number 67, H, carries 0.308; number 68, H, carries 0.276; number 69, H, carries 0.027; number 70, H, carries 0.108; number 71, H, carries 0.239; number 72, H, carries 0.281; number 73, N, carries -0.359; number 74, C, carries 0.568; number 75, N, carries -0.516; number 76, O, carries -0.537; number 77, H, carries 0.193; number 78, H, carries 0.165; number 79, H, carries 0.256; number 80, H, carries 0.202; number 81, O, carries -0.123; number 82, C, carries -0.092; number 83, C, carries 0.166; number 84, O, carries -0.328; number 85, H, carries -0.221; number 86, H, carries 0.414; number 87, H, carries 0.196; number 88, H, carries 0.310; number 89, H, carries -0.572; number 90, H, carries 0.002; number 91, O, carries -0.472; number 92, C, carries -0.807; number 93, C, carries 0.124; number 94, O, carries -0.622; number 95, H, carries 0.258; number 96, H, carries 0.340; number 97, H, carries 0.411; number 98, H, carries 0.220; number 99, H, carries 0.032

***

no.,largest force on an atom (eV Å⁻¹),E (a.u.),HOMO level (Ha)
1,2.06,-2088.65981,-0.309
2,2.26,-2704.98499,-0.295